{
  "formula": "C54H39AsF6N4O2Ti",
  "method": "ωB97M-V/def2-TZVPD",
  "charge": -1,
  "s2": 0.785,
  "e_tot_ha": -6135.22539,
  "e_homo_ev": [-2.98, -4.76],
  "multiplicity": 2,
  "homo_lumo_gap_ev": [4.886, 6.658],
  "relative_energy_kcal_mol": 3.0,
  "species": ["Ti", "N", "C", "C", "C", "C", "C", "C", "C", "C", "C", "C", "C", "C", "N", "C", "C", "C", "C", "N", "H", "H", "H", "H", "H", "H", "H", "H", "H", "H", "C", "C", "C", "C", "C", "C", "C", "C", "H", "H", "H", "H", "H", "C", "C", "O", "C", "F", "F", "F", "C", "F", "F", "F", "H", "H", "H", "C", "C", "C", "C", "C", "C", "C", "C", "N", "H", "H", "H", "H", "H", "H", "O", "As", "C", "C", "C", "C", "C", "C", "C", "C", "C", "C", "C", "C", "C", "C", "C", "C", "C", "C", "H", "H", "H", "H", "H", "H", "H", "H", "H", "H", "H", "H", "H", "H", "H"],
  "coordinates": [[0.71231, -0.12901, -0.20885], [7.57755, -1.42811, 7.35500], [6.80727, -1.21327, 6.52695], [5.84430, -0.94454, 5.49519], [5.91789, 0.23705, 4.75777], [4.99143, 0.49132, 3.76613], [3.96120, -0.41547, 3.47791], [3.90135, -1.59349, 4.23777], [4.82689, -1.86073, 5.22669], [2.96304, -0.14672, 2.43409], [1.58724, -0.25957, 2.79559], [1.06061, -0.39329, 4.08786], [-0.33549, -0.45491, 3.95884], [-0.60222, -0.35373, 2.60905], [0.54540, -0.21771, 1.88346], [3.40890, 0.25583, 1.14647], [4.72590, 0.44679, 0.70364], [4.65653, 1.03249, -0.57175], [3.31826, 1.15279, -0.87641], [2.54342, 0.65470, 0.13486], [6.69704, 0.95591, 4.97620], [5.04252, 1.41620, 3.20823], [3.11757, -2.30705, 4.02745], [4.77357, -2.78235, 5.79152], [1.62824, -0.42236, 5.00334], [-1.06480, -0.57857, 4.74467], [-1.56031, -0.43825, 2.12700], [5.61839, 0.20522, 1.25598], [5.48084, 1.34190, -1.19524], [2.86094, 1.58299, -1.74968], [0.11785, 1.91929, -0.34666], [-0.14965, 3.10473, -0.44269], [-0.51167, 4.48583, -0.53669], [-0.13610, 5.39139, 0.46190], [-0.52705, 6.71858, 0.39771], [-1.29995, 7.17280, -0.66353], [-1.66520, 6.28798, -1.66936], [-1.27318, 4.96050, -1.60969], [0.46539, 5.03196, 1.28677], [-0.22626, 7.40373, 1.18093], [-1.60419, 8.21083, -0.71265], [-2.25687, 6.63521, -2.50793], [-1.55283, 4.26881, -2.39444], [2.61659, -3.72280, -1.11697], [1.32228, -3.27925, -0.43541], [1.23082, -1.91516, -0.45772], [0.09666, -3.95286, -1.16193], [-0.48729, -4.93757, -0.44191], [0.45752, -4.51576, -2.32845], [-0.86154, -3.07049, -1.44814], [1.36255, -3.73522, 1.04407], [1.58101, -5.06561, 1.15968], [0.23067, -3.45222, 1.70018], [2.36783, -3.13080, 1.68153], [2.63251, -3.30629, -2.12268], [2.70962, -4.80688, -1.17100], [3.45103, -3.30808, -0.55435], [0.65814, 0.15911, -2.48847], [1.26728, -0.88429, -3.31431], [0.47290, -1.89505, -3.88471], [1.00996, -2.89575, -4.66776], [2.38307, -2.92976, -4.91486], [3.19672, -1.94106, -4.35485], [2.64909, -0.94663, -3.57207], [2.94776, -3.96284, -5.73396], [3.39946, -4.79019, -6.39589], [-0.41499, 0.21304, -2.67367], [1.09173, 1.14478, -2.64132], [-0.59609, -1.88062, -3.70062], [0.37126, -3.66143, -5.09012], [4.26438, -1.96458, -4.53344], [3.30298, -0.20693, -3.13147], [-1.26051, -0.49603, -0.27804], [-2.78472, 0.17322, -0.32608], [-3.87199, -0.98093, 0.74759], [-3.41176, -2.26733, 1.00901], [-4.17291, -3.11210, 1.80364], [-5.37763, -2.67091, 2.33280], [-5.82590, -1.38173, 2.08013], [-5.07033, -0.52910, 1.28847], [-3.33206, 0.05004, -2.15376], [-3.97497, -1.10348, -2.58746], [-4.22253, -1.28064, -3.94106], [-3.82094, -0.31422, -4.85232], [-3.16551, 0.82992, -4.41758], [-2.91499, 1.01326, -3.06645], [-3.13791, 1.93892, 0.31596], [-4.07960, 2.71581, -0.34680], [-4.45395, 3.94346, 0.18798], [-3.89493, 4.37675, 1.37758], [-2.95936, 3.58970, 2.03928], [-2.57360, 2.36833, 1.51506], [-2.45519, -2.58739, 0.62400], [-3.81230, -4.10903, 2.01972], [-5.96506, -3.33025, 2.95908], [-6.75692, -1.03488, 2.50916], [-5.40668, 0.48508, 1.10678], [-4.27502, -1.86537, -1.87777], [-4.71689, -2.17999, -4.28409], [-4.00607, -0.45990, -5.90869], [-2.82831, 1.56967, -5.13140], [-2.35900, 1.88149, -2.72928], [-4.53133, 2.37275, -1.26938], [-5.17366, 4.55972, -0.33485], [-4.17405, 5.34012, 1.78448], [-2.51165, 3.93530, 2.96171], [-1.82172, 1.77524, 2.01971]],
  "forces_ev_per_a": [[0.181, -0.255, -0.568], [-0.004, 0.004, -0.005], [-0.038, 0.005, -0.036], [0.059, -0.011, 0.057], [0.006, 0.003, 0.005], [-0.022, -0.011, -0.008], [0.007, -0.006, 0.011], [0.017, 0.017, 0.006], [-0.016, 0.006, -0.021], [0.015, -0.061, -0.006], [0.024, 0.035, -0.073], [-0.037, -0.004, 0.026], [0.025, -0.002, 0.012], [-0.041, -0.039, -0.007], [-0.004, -0.057, 0.079], [-0.025, 0.081, 0.054], [0.015, 0.017, -0.019], [0.014, -0.014, 0.024], [-0.052, 0.027, -0.001], [0.198, -0.082, 0.019], [0.002, -0.004, 0.001], [-0.005, 0.004, 0.001], [-0.023, -0.014, -0.013], [0.001, 0.001, 0.002], [0.016, -0.001, 0.004], [-0.001, 0.007, 0.008], [0.005, 0.005, -0.007], [0.011, 0.005, -0.003], [0.004, 0.006, 0.001], [0.014, -0.006, -0.019], [-0.107, 0.290, 0.027], [-0.035, -0.054, -0.150], [-0.026, -0.026, 0.064], [-0.012, -0.009, 0.027], [-0.012, 0.002, 0.004], [0.011, 0.007, -0.007], [-0.010, -0.001, -0.013], [-0.019, -0.007, 0.028], [-0.007, -0.006, 0.004], [-0.001, 0.000, 0.000], [-0.004, -0.001, 0.001], [-0.001, 0.000, 0.002], [-0.009, 0.010, -0.008], [0.064, -0.018, 0.019], [0.249, 0.131, -0.125], [-0.473, -0.151, 0.210], [0.005, -0.008, -0.088], [0.069, 0.074, 0.002], [-0.034, -0.131, 0.127], [-0.148, 0.083, 0.168], [0.022, -0.070, -0.073], [-0.049, 0.056, -0.005], [-0.034, 0.035, 0.008], [-0.016, 0.043, 0.030], [-0.007, -0.044, 0.054], [-0.005, 0.009, 0.022], [0.009, 0.019, -0.006], [0.058, 0.066, 0.337], [-0.084, -0.064, -0.031], [0.033, 0.061, -0.075], [0.009, 0.076, -0.030], [0.002, -0.050, -0.042], [-0.006, 0.037, -0.003], [0.001, -0.006, -0.032], [-0.009, 0.036, 0.026], [-0.004, 0.001, -0.001], [0.018, 0.046, 0.008], [0.027, -0.023, -0.096], [0.030, 0.014, -0.013], [0.014, -0.002, 0.004], [0.003, -0.006, -0.007], [0.006, 0.028, 0.014], [-0.102, -0.040, 0.311], [0.148, -0.109, -0.138], [0.011, -0.041, -0.018], [-0.084, 0.034, 0.056], [0.004, -0.002, -0.001], [-0.003, -0.015, 0.010], [0.009, 0.036, -0.026], [-0.034, -0.028, -0.032], [-0.037, -0.037, -0.010], [-0.060, 0.033, -0.018], [-0.009, -0.001, -0.016], [0.002, -0.010, 0.005], [-0.014, 0.002, 0.023], [0.072, 0.031, -0.011], [0.041, 0.007, 0.086], [-0.053, -0.001, 0.025], [0.012, -0.018, -0.040], [0.046, 0.030, -0.010], [0.039, 0.026, -0.008], [0.007, 0.044, -0.038], [0.123, -0.032, -0.083], [-0.002, -0.003, 0.001], [0.003, -0.004, 0.000], [-0.003, 0.000, 0.001], [0.001, 0.001, 0.000], [0.004, 0.010, 0.012], [-0.003, 0.000, -0.002], [0.003, -0.004, -0.004], [0.001, 0.002, -0.003], [-0.014, 0.000, 0.034], [0.032, -0.001, -0.022], [-0.005, 0.000, 0.000], [-0.006, 0.000, 0.011], [0.001, 0.005, 0.002], [0.003, -0.018, -0.008]],
  "lowdin_charge": [1.067, 0.126, -0.203, -0.252, -0.033, -0.024, -0.162, -0.022, -0.028, -0.074, -0.264, -0.054, -0.099, -0.209, -0.040, -0.248, -0.054, -0.098, -0.183, -0.071, 0.113, 0.118, 0.112, 0.114, 0.096, 0.082, 0.060, 0.093, 0.084, 0.087, -0.075, -0.110, -0.256, -0.041, -0.097, -0.111, -0.100, -0.048, 0.117, 0.097, 0.092, 0.096, 0.102, 0.040, -0.379, -0.207, -0.516, 0.137, 0.135, 0.142, -0.555, 0.138, 0.163, 0.167, 0.075, 0.101, 0.105, -0.174, -0.278, -0.053, -0.052, -0.264, -0.048, -0.034, -0.207, 0.120, 0.028, 0.040, 0.107, 0.116, 0.115, 0.096, -0.524, 1.284, -0.299, -0.078, -0.060, -0.080, -0.081, -0.081, -0.289, -0.079, -0.076, -0.077, -0.065, -0.104, -0.307, -0.103, -0.082, -0.075, -0.060, -0.075, 0.098, 0.110, 0.103, 0.102, 0.103, 0.105, 0.105, 0.104, 0.108, 0.101, 0.099, 0.104, 0.105, 0.112, 0.094]
}